(1)
122
Properties=species:S:1:pos:R:3:forces:R:3 method="wB97M-V/def2-TZVPD" orbital_gap_ev=9.502 e_tot_ev=-185719.9021 homo_ha=-0.44512 charge=+1 lumo_energy_ev=-2.61 fmax_ev_per_a=4.0
C 0.67255 -0.70441 -2.74787 -0.15 -0.02 0.11
C 1.52384 0.53629 -2.41463 -0.60 -0.29 -0.24
C 0.66369 1.71612 -1.83913 0.26 -0.76 -0.64
C 0.87993 1.85661 -0.32582 1.05 0.75 -0.44
C 2.33582 2.32522 0.03057 -0.21 -0.71 -0.41
C 3.13904 2.95814 -1.12039 0.58 0.86 0.68
C 4.28612 3.83375 -0.49899 -0.41 -1.47 -1.05
C 5.49969 3.89343 -1.46757 -0.06 -0.05 0.12
C 5.87830 5.30299 -1.91927 -0.92 -1.02 1.31
F 7.15922 5.39294 -2.25151 0.61 -0.03 -0.90
F 5.75876 6.08769 -0.81163 -0.23 0.47 0.19
C 4.93084 5.94376 -2.96758 1.04 0.87 -0.18
F 5.04786 7.25661 -2.84753 0.52 0.90 -0.14
F 3.66639 5.68794 -2.71940 -0.90 -0.86 0.49
S 5.28165 5.54655 -4.77607 -1.13 0.26 -1.54
F 4.49620 6.86369 -5.21486 -0.06 -0.15 0.17
F 6.61039 6.38320 -4.77304 0.35 -0.36 0.51
F 6.01956 4.19068 -4.41926 0.31 0.13 0.27
F 3.90193 4.74410 -4.88258 0.19 -0.23 0.06
F 5.52270 5.22487 -6.30275 0.11 -0.01 0.08
O 0.78534 0.51250 0.22625 -1.02 1.03 0.84
C -0.41020 0.13073 0.80728 -0.25 -1.12 1.09
Br -1.83974 -0.40833 -0.45632 0.20 0.14 -0.21
C -0.09181 -1.16925 1.58285 1.01 0.14 -1.06
C 1.04770 -1.00846 2.61881 -0.68 -0.50 0.29
O 1.71799 -2.26742 2.75935 -0.08 0.34 -0.63
C 0.84991 -3.27002 3.15758 1.00 -1.16 -2.81
C 0.56289 -4.37358 2.14242 0.91 1.05 -0.34
O 0.35696 -3.24990 4.20286 -1.73 0.43 3.64
C -1.04396 1.15321 1.85113 -0.36 -1.03 -0.73
O -2.35490 1.39927 1.56376 0.41 0.77 0.86
C -3.30017 1.09566 2.60918 -1.76 -0.62 0.48
C -3.38592 -0.38149 3.01174 1.23 0.35 0.11
N -0.20710 2.43931 1.78090 -1.22 -0.27 0.19
P -0.74366 3.65777 2.95256 1.25 2.24 2.70
O -2.07148 4.34943 2.44604 -0.05 -0.79 -0.48
O -1.12797 2.77902 4.24580 -0.50 -0.23 -1.40
S 0.64944 4.87217 3.49167 -0.21 -0.28 -0.82
C -0.13091 2.86390 0.34323 0.58 -0.43 -2.05
C 0.25067 4.33462 0.11320 0.35 0.99 0.31
O 0.35784 4.61264 -1.28041 -0.24 -1.44 -0.11
O -0.17624 5.87764 -1.51315 -0.26 1.39 0.03
H 0.51554 -1.31444 -1.85384 0.05 -0.04 -0.21
H 1.13430 -1.33489 -3.51159 0.13 0.13 0.21
H -0.32727 -0.43896 -3.11716 0.22 0.10 0.00
H 2.01598 0.83635 -3.34508 0.07 0.24 0.31
H 2.28315 0.21313 -1.69790 0.07 0.22 -0.25
H -0.37755 1.46899 -2.08023 0.03 0.20 0.40
H 0.88822 2.61669 -2.41073 0.00 0.07 0.48
H 2.89415 1.43250 0.34539 -0.17 0.10 -0.08
H 2.34030 2.97691 0.92021 -0.05 -0.01 -0.25
H 3.55201 2.16303 -1.74743 -0.09 0.11 0.10
H 2.56772 3.63355 -1.76137 -0.18 -0.31 0.12
H 3.83168 4.80141 -0.28425 0.46 -0.03 0.34
H 4.60857 3.29141 0.39560 0.01 0.59 0.15
H 5.31643 3.21457 -2.30506 0.14 0.34 -0.08
H 6.39250 3.50953 -0.96191 -0.09 0.17 -0.08
H 0.29944 -1.84511 0.80896 -0.12 0.08 0.12
H -0.99094 -1.64999 1.97243 0.05 0.31 0.18
H 1.81489 -0.30148 2.29690 -0.16 -0.07 0.01
H 0.60584 -0.71537 3.58423 0.38 0.05 -0.02
H -0.51718 -4.38306 1.97510 0.15 -0.16 0.05
H 0.91679 -5.34660 2.48257 -0.16 0.11 0.05
H 1.09073 -4.09603 1.22442 -0.25 -0.42 -0.04
H -0.92373 0.76870 2.86947 0.17 0.08 -0.18
H -3.18873 1.69479 3.52046 0.47 0.13 -0.38
H -4.28143 1.36394 2.20444 0.35 0.17 -0.24
H -3.43546 -1.04467 2.14410 -0.34 0.12 0.13
H -4.22377 -0.51426 3.70142 -0.06 0.00 -0.32
H -2.47662 -0.63804 3.58177 -0.24 -0.16 -0.08
H 0.72988 2.14776 2.10531 0.03 0.40 -0.17
H -2.00349 5.31957 2.49431 0.09 -0.18 -0.07
H -1.32448 3.44105 4.93538 0.16 -0.38 0.15
H -1.07199 2.72230 -0.20459 -0.31 -0.17 0.95
H -0.51078 5.02535 0.48993 -0.01 -0.36 0.10
H 1.19221 4.64122 0.58146 -0.14 -0.29 0.10
H -1.01330 5.74851 -1.99108 0.23 -0.45 0.02
C -1.37213 -5.20783 -3.72701 -0.04 0.00 0.05
C -0.57586 -3.92529 -3.57912 0.17 -0.38 -0.07
O 0.29309 -3.99778 -2.44746 0.10 0.17 0.14
H -1.96414 -5.39437 -2.82925 -0.03 0.07 -0.03
H -2.04268 -5.15559 -4.58585 0.02 -0.04 0.00
H -0.70519 -6.06414 -3.85690 0.00 0.02 -0.11
H -1.24361 -3.07712 -3.43112 0.13 0.05 0.14
H 0.02579 -3.73755 -4.47408 -0.14 0.07 -0.08
H 0.88870 -4.74336 -2.58656 -0.13 0.01 0.03
C -6.81305 0.97499 -0.14590 0.04 0.06 0.07
C -5.54653 0.26938 -0.59447 -0.45 -0.17 -0.07
O -5.55516 -1.09592 -0.18504 0.24 0.01 0.08
H -6.91474 0.92206 0.93968 0.05 0.02 0.00
H -6.80599 2.02384 -0.44850 -0.05 -0.02 -0.02
H -7.69539 0.49469 -0.57438 0.01 0.07 -0.07
H -4.66861 0.73758 -0.14820 0.06 -0.14 -0.01
H -5.44270 0.31224 -1.68399 0.07 0.17 0.01
H -6.32371 -1.51786 -0.58598 0.08 0.02 0.07
C 4.67629 -3.16504 -0.50012 0.08 0.03 0.04
C 3.80100 -2.00101 -0.92307 -0.18 -0.43 -0.14
O 3.50110 -2.06405 -2.31374 0.14 0.14 0.01
H 5.60709 -3.16730 -1.06849 0.00 0.07 0.03
H 4.91340 -3.11142 0.56389 -0.02 -0.05 -0.01
H 4.17516 -4.11583 -0.69830 -0.06 0.02 0.10
H 4.31232 -1.05399 -0.74265 -0.03 0.04 -0.12
H 2.86002 -2.00077 -0.35704 0.07 0.08 0.15
H 3.03761 -2.89454 -2.47473 -0.04 0.13 0.01
C -7.98424 -2.41694 5.45725 -0.04 -0.02 -0.03
C -6.74099 -1.88976 4.76742 -0.17 0.11 0.36
O -6.88949 -0.50817 4.43934 0.20 0.09 -0.18
H -8.85721 -2.29213 4.81557 0.05 -0.05 -0.04
H -7.87676 -3.47424 5.70350 -0.02 0.02 0.03
H -8.17966 -1.86248 6.37833 0.06 -0.07 0.05
H -6.56106 -2.43342 3.84049 0.03 0.17 -0.07
H -5.86258 -2.00605 5.41192 0.01 -0.18 -0.03
H -7.03836 -0.03000 5.26316 -0.05 -0.05 -0.10
C -0.57305 -8.38220 -0.73660 -0.04 0.00 0.00
C 0.17344 -7.07727 -0.53618 0.15 -0.38 0.07
O 1.04039 -7.15340 0.59395 0.01 0.15 0.00
H -1.15902 -8.62538 0.15049 -0.03 0.07 -0.02
H -1.24349 -8.32210 -1.59577 0.02 -0.04 0.00
H 0.12579 -9.20667 -0.89669 -0.01 0.03 -0.10
H -0.52526 -6.26048 -0.35673 0.12 0.06 0.06
H 0.76895 -6.83350 -1.42328 -0.12 0.05 -0.10
H 1.66778 -7.86773 0.43316 -0.07 0.05 0.07

***

(2)
11
Properties=species:S:1:pos:R:3:forces:R:3 method="wB97M-V/def2-TZVPD" smiles="O=C=O.C=CP" orbital_gap_ev=10.081 relative_energy_ev=1.369 e_tot_ev=-16574.4063 homo_ha=-0.34433 lumo_energy_ev=0.71 fmax_ev_per_a=3.8
O 1.01770 -0.61836 2.64444 0.05 -1.87 1.09
C 1.01646 0.51196 2.48399 0.07 0.05 -0.91
O 1.01922 1.61479 2.17740 -0.02 1.84 0.10
C 0.98774 -0.39656 -0.82049 2.84 0.46 -2.54
C 0.00773 -0.75808 -0.02059 -0.95 2.09 -1.48
P -1.56573 0.19774 0.30686 -0.64 -3.46 1.40
H 1.12004 0.49145 -1.53142 -0.98 -0.71 1.68
H 1.92227 -1.01694 -1.05562 -1.56 0.25 0.86
H 0.00326 -1.73145 0.34891 0.10 -1.36 1.05
H -2.19121 0.06962 -0.92042 -0.31 -0.49 -0.61
H -1.34233 1.44142 0.03237 1.40 3.20 -0.63

***

(3)
11
Properties=species:S:1:pos:R:3:forces:R:3 method="wB97M-V/def2-TZVPD" smiles="C#C/C(C)=N/O" orbital_gap_ev="8.311 / 8.307" relative_energy_ev=7.610 e_tot_ev=-7758.9166 homo_ha="-0.32894 / -0.32874" lumo_energy_ev="-0.64 / -0.64" fmax_ev_per_a=0.5
C 1.85017 0.51682 0.02603 -0.04 -0.31 -0.28
C 1.09581 -0.20278 -0.70746 0.17 0.39 0.33
C -0.28615 -0.22406 -0.68640 -0.06 0.02 0.12
C -1.10188 -1.01946 0.28157 -0.04 0.00 0.04
N -0.49452 1.08195 -1.05374 0.12 -0.26 -0.06
O -0.52834 1.67615 0.13346 0.13 0.05 0.18
H 2.85376 0.55316 0.42214 -0.17 -0.03 -0.07
H -1.38879 -1.97213 -0.17908 0.07 0.15 0.01
H -0.53938 -1.24317 1.19377 -0.06 0.02 -0.13
H -2.00992 -0.46651 0.53120 0.12 -0.07 -0.05
H 0.60296 1.42799 0.44035 -0.25 0.02 -0.09